1.
{
  "formula": "C8H17ClI2O2PTl",
  "method": "wB97M-V/def2-TZVPD",
  "mol_weight_g_mol": 669.84,
  "fmax_ha_per_bohr": 0.06875,
  "e_lumo_ev": [-11.85, -11.63],
  "total_charge": 2,
  "spin_multiplicity": 1,
  "symbols": ["I", "I", "Tl", "P", "C", "C", "H", "H", "H", "C", "H", "H", "H", "H", "H", "H", "C", "O", "Cl", "C", "C", "C", "O", "C", "H", "H", "H", "H", "H", "H", "H", "H"],
  "positions_angstrom": [[0.947, 1.799, -1.448], [-0.045, -0.615, 2.415], [0.075, -0.879, -0.531], [2.623, -0.892, 0.111], [3.632, 0.231, 1.134], [2.894, -2.529, 0.871], [2.955, -1.579, -2.179], [4.498, -1.549, -1.263], [3.747, -0.013, -1.852], [3.560, -1.026, -1.448], [2.225, -3.257, 0.390], [3.932, -2.825, 0.732], [4.660, -0.153, 1.192], [3.203, 0.295, 2.141], [2.636, -2.484, 1.946], [3.636, 1.231, 0.684], [0.764, 2.048, 1.394], [0.248, 2.886, 1.972], [-0.445, -2.750, -1.955], [-4.304, 1.083, 0.422], [-4.269, 0.949, -1.113], [-2.869, 0.373, -1.382], [-2.059, 0.648, -0.228], [-2.851, 1.326, 0.771], [-4.959, 1.885, 0.756], [-4.633, 0.152, 0.865], [-4.344, 1.930, -1.585], [-5.055, 0.305, -1.516], [-2.889, -0.723, -1.502], [-2.366, 0.799, -2.262], [-2.613, 2.397, 0.720], [-2.534, 0.940, 1.748]],
  "forces_ev_per_angstrom": [[-0.03, -0.46, 0.29], [0.23, 0.07, -0.70], [-1.50, 0.30, 0.02], [3.45, -0.69, 0.37], [-0.95, 0.70, 0.16], [-1.49, -0.03, 0.50], [0.31, 0.01, 0.04], [-0.02, -0.03, 0.15], [-0.02, -0.52, 0.18], [-1.04, 0.77, -0.66], [0.31, -0.02, 0.14], [0.09, 0.14, -0.10], [-0.29, -0.18, -0.20], [0.20, -0.01, -0.17], [0.20, -0.06, -0.53], [0.11, -0.20, 0.13], [-1.54, 1.28, 1.26], [1.28, -1.56, -1.30], [0.25, 1.05, 0.80], [0.14, -0.38, -0.46], [0.46, 0.17, -0.01], [-0.42, -0.67, -0.69], [0.70, -0.45, -0.11], [0.22, 0.64, 0.67], [0.10, -0.02, 0.03], [-0.19, -0.21, 0.15], [-0.11, -0.04, 0.02], [0.14, 0.13, 0.11], [-0.16, 0.28, -0.05], [-0.22, 0.03, 0.13], [0.05, -0.18, 0.03], [-0.26, 0.13, -0.18]]
}


2.
{
  "formula": "C8H17N4",
  "method": "wB97M-V/def2-TZVPD",
  "mol_weight_g_mol": 169.25,
  "fmax_ha_per_bohr": 0.10330,
  "smiles": "C[NH2+][C@H](C)C(C)(C)n1cncn1",
  "e_lumo_ev": -3.18,
  "total_charge": 1,
  "spin_multiplicity": 1,
  "symbols": ["C", "N", "C", "C", "C", "C", "C", "N", "C", "N", "C", "N", "H", "H", "H", "H", "H", "H", "H", "H", "H", "H", "H", "H", "H", "H", "H", "H", "H"],
  "positions_angstrom": [[-1.912, 1.137, 2.321], [-1.622, 0.059, 1.258], [-0.559, 0.576, 0.378], [-1.254, 1.239, -0.872], [0.336, -0.673, -0.131], [1.199, -1.037, 1.116], [-0.469, -1.813, -0.723], [1.319, -0.197, -1.140], [2.134, -0.781, -2.026], [2.995, 0.110, -2.463], [2.774, 1.200, -1.706], [1.750, 1.073, -0.927], [-1.738, 0.731, 3.297], [-1.507, 2.065, 2.054], [-2.961, 1.317, 2.336], [-1.401, -0.739, 1.776], [-2.336, -0.230, 0.518], [0.088, 1.184, 0.965], [-1.531, 0.418, -1.604], [-0.792, 2.034, -1.247], [-2.142, 1.706, -0.465], [1.580, -0.256, 1.613], [2.132, -1.569, 0.805], [0.696, -1.762, 1.776], [-1.033, -1.371, -1.554], [-1.142, -2.138, 0.013], [0.076, -2.596, -1.134], [1.985, -1.809, -2.386], [3.336, 2.121, -1.849]],
  "forces_ev_per_angstrom": [[-2.26, -1.61, -0.71], [-1.35, 1.87, -1.27], [1.49, -1.54, -3.67], [-2.23, -3.83, 2.92], [1.68, 0.55, 1.08], [-0.58, -4.51, -2.29], [-0.58, 2.83, -0.45], [-1.06, 1.37, 1.34], [-0.36, -0.42, -0.92], [1.00, -1.13, -0.29], [0.21, 0.32, -1.22], [-0.72, 0.31, 1.19], [0.92, -0.02, 0.33], [1.25, 0.95, -0.18], [-1.08, 0.01, -0.17], [0.89, -1.85, 0.73], [0.15, 0.71, 1.97], [0.33, 0.67, 0.03], [0.33, 1.42, 0.69], [2.68, 2.75, -1.95], [-0.83, -0.08, -0.15], [0.87, 3.27, 1.91], [-0.85, 0.08, -0.06], [0.00, 0.40, 0.03], [-0.09, -0.44, 0.08], [-1.02, -1.04, 0.89], [1.18, -1.44, -0.31], [0.27, 0.68, 0.18], [-0.23, -0.27, 0.27]]
}


3.
{
  "formula": "C8H17NO",
  "method": "wB97M-V/def2-TZVPD",
  "mol_weight_g_mol": 143.23,
  "fmax_ha_per_bohr": 0.01073,
  "smiles": "CC(C)CC(C)(C)C(N)=O",
  "e_lumo_ev": 0.77,
  "total_charge": 0,
  "spin_multiplicity": 1,
  "symbols": ["C", "C", "C", "C", "C", "C", "C", "C", "N", "O", "H", "H", "H", "H", "H", "H", "H", "H", "H", "H", "H", "H", "H", "H", "H", "H", "H"],
  "positions_angstrom": [[2.180, -0.096, 1.528], [1.640, -0.050, 0.099], [2.693, 0.557, -0.827], [0.331, 0.755, 0.023], [-0.967, -0.060, -0.130], [-1.010, -0.734, -1.506], [-1.117, -1.097, 0.988], [-2.137, 0.930, 0.008], [-3.355, 0.426, -0.300], [-2.011, 2.073, 0.386], [3.086, -0.697, 1.575], [2.420, 0.909, 1.871], [1.450, -0.525, 2.209], [1.464, -1.079, -0.229], [2.353, 0.544, -1.860], [2.896, 1.588, -0.544], [3.624, -0.004, -0.767], [0.376, 1.443, -0.823], [0.232, 1.372, 0.917], [-1.118, 0.012, -2.291], [-0.087, -1.280, -1.683], [-1.830, -1.444, -1.586], [-0.316, -1.830, 0.940], [-1.085, -0.608, 1.959], [-2.065, -1.627, 0.906], [-3.490, -0.508, -0.641], [-4.154, 1.032, -0.223]],
  "forces_ev_per_angstrom": [[-0.08, -0.18, -0.23], [0.05, 0.14, 0.01], [-0.13, -0.26, 0.09], [-0.10, -0.15, 0.00], [0.13, 0.19, 0.08], [0.01, 0.13, 0.17], [0.03, 0.11, -0.11], [0.18, -0.29, -0.08], [-0.52, -0.13, -0.13], [0.08, 0.37, 0.13], [0.10, -0.05, 0.07], [0.02, 0.13, 0.07], [-0.07, -0.03, 0.15], [-0.01, -0.01, -0.01], [-0.01, 0.05, -0.13], [0.03, 0.16, 0.01], [0.13, -0.01, -0.02], [-0.01, 0.09, 0.01], [0.01, 0.07, -0.05], [-0.01, 0.04, -0.12], [0.08, -0.10, -0.02], [-0.07, -0.10, -0.06], [0.10, -0.10, 0.01], [0.00, 0.00, 0.14], [-0.05, -0.08, 0.02], [0.03, 0.03, 0.00], [0.06, -0.02, 0.01]]
}


Calculated energy relative to the best compared isomer or geometry (same formula, charge and spin) in order - 0.482; 1.259; 0.032 eV
Calculated E in order - -2034.218335; -533.742992; -445.046700 a.u.